A cluster of 14 separate species, C30H56Cl6N8O23 in total in a non-equilibrium geometry, computed with ωB97M-V/def2-TZVPD.

XYZ file:
```
123
Properties=species:S:1:pos:R:3:lowdin_charge:R:1
C -1.58 -1.01 3.29 -0.06
C -0.38 -0.95 2.35 -0.24
C -0.89 -0.70 0.95 -0.09
N 0.17 -0.76 -0.15 -0.21
C 0.82 -2.07 -0.14 0.01
C 1.08 0.44 0.02 -0.08
C 0.25 1.59 -0.48 -0.15
C -0.66 1.01 -1.56 -0.12
C -0.51 -0.51 -1.48 -0.07
H -2.40 -1.63 2.91 0.07
H -1.96 0.00 3.45 0.07
H -1.37 -1.40 4.28 0.05
H 0.20 -1.87 2.48 0.03
H 0.37 -0.23 2.70 0.10
H -1.36 0.28 0.96 0.12
H -1.60 -1.46 0.63 0.11
H 1.71 -2.12 -0.77 0.09
H 0.09 -2.86 -0.30 0.09
H 1.21 -2.37 0.84 0.09
H 1.95 0.29 -0.62 0.14
H 1.44 0.45 1.05 0.11
H 0.93 2.35 -0.86 0.07
H -0.31 2.00 0.37 0.09
H -0.38 1.34 -2.56 0.10
H -1.68 1.35 -1.40 0.09
H 0.21 -0.80 -2.25 0.11
H -1.41 -1.09 -1.69 0.13
Cl 4.74 -1.75 -2.96 0.62
O 4.95 -0.31 -2.84 -0.40
O 3.95 -2.25 -1.86 -0.40
O 4.10 -2.03 -4.20 -0.33
O 6.05 -2.37 -2.89 -0.40
Cl -4.64 0.27 0.07 0.62
O -4.09 -0.33 -1.11 -0.34
O -4.91 -0.71 1.07 -0.37
O -3.77 1.32 0.55 -0.40
O -5.92 0.86 -0.31 -0.38
C -0.52 0.48 -5.91 -0.14
C 0.45 -0.37 -5.08 -0.59
O 1.37 -1.03 -5.84 -0.38
H -1.16 -0.13 -6.54 0.05
H 0.00 1.29 -6.42 0.04
H -1.20 1.00 -5.20 0.03
H -0.06 -1.09 -4.41 0.05
H 1.02 0.34 -4.42 0.08
C 2.41 5.51 1.26 -2.02
Cl 3.86 5.98 0.33 0.51
Cl 1.12 5.08 0.14 0.61
Cl 2.80 4.13 2.30 0.54
Cl 1.96 6.89 2.28 0.51
C -3.65 -4.25 1.57 0.06
N -2.37 -3.86 0.97 -0.40
O -1.36 -3.89 1.67 0.02
O -2.38 -3.50 -0.18 0.10
H -4.15 -4.89 0.85 0.10
H -4.22 -3.34 1.78 0.10
H -3.49 -4.78 2.50 0.08
C -2.76 3.31 2.81 0.06
N -1.28 3.44 2.77 -0.43
O -0.80 4.55 2.74 0.02
O -0.62 2.43 2.78 0.05
H -3.03 3.87 3.71 0.10
H -2.96 2.26 3.00 0.08
H -3.22 3.65 1.89 0.09
C -4.27 3.74 -1.80 0.04
N -3.03 3.49 -2.59 -0.43
O -3.06 2.77 -3.55 0.09
O -2.01 3.96 -2.10 0.03
H -3.96 3.52 -0.78 0.07
H -5.03 3.02 -2.10 0.09
H -4.76 4.70 -1.95 0.09
C 4.27 0.31 2.12 0.05
N 3.56 -1.00 2.16 -0.42
O 2.66 -1.14 2.96 0.03
O 3.84 -1.80 1.31 0.11
H 4.50 0.51 1.07 0.08
H 5.22 0.31 2.66 0.10
H 3.57 1.02 2.52 0.08
C 0.43 -5.21 -3.26 0.03
N 0.13 -3.78 -3.21 -0.43
O 1.06 -3.03 -3.12 0.10
O -1.04 -3.44 -3.11 0.04
H 1.45 -5.36 -3.61 0.10
H -0.20 -5.64 -4.04 0.09
H 0.25 -5.73 -2.33 0.09
C 5.54 2.37 -1.33 0.04
N 4.07 2.53 -1.43 -0.40
O 3.55 2.92 -2.44 0.11
O 3.42 2.27 -0.42 -0.02
H 5.92 3.39 -1.38 0.10
H 5.99 1.78 -2.13 0.09
H 5.81 1.88 -0.41 0.08
C 0.60 -3.68 3.77 0.05
N 1.90 -4.42 3.90 -0.43
O 1.93 -5.58 3.55 0.05
O 2.82 -3.84 4.42 0.06
H 0.09 -3.74 4.72 0.05
H 0.03 -4.14 2.97 0.07
H 0.97 -2.66 3.64 0.07
C 1.10 4.24 -3.55 -0.11
C 0.56 3.72 -4.71 -0.06
C 0.88 4.33 -5.92 -0.08
C 1.78 5.40 -5.94 -0.12
C 2.38 5.84 -4.78 -0.11
C 1.99 5.29 -3.55 -0.12
H 0.80 3.86 -2.58 0.06
H -0.07 2.84 -4.63 0.08
H 0.37 4.01 -6.82 0.10
H 2.08 5.85 -6.88 0.09
H 3.11 6.64 -4.88 0.09
H 2.50 5.63 -2.66 0.07
C -1.63 -2.96 6.48 -0.11
C -2.80 -2.25 6.53 -0.10
C -3.99 -2.88 6.17 -0.10
C -4.03 -4.18 5.73 -0.10
C -2.83 -4.89 5.64 -0.09
C -1.65 -4.30 6.06 -0.11
H -0.67 -2.56 6.81 0.11
H -2.85 -1.20 6.82 0.11
H -4.93 -2.34 6.23 0.10
H -4.96 -4.70 5.59 0.10
H -2.77 -5.90 5.25 0.10
H -0.71 -4.84 6.00 0.10
```

Summary:
Charge: -2
Energy above the lowest of the compared OMol25 structures with the same formula, charge and spin (eV): 0.000
LUMO (eV): 3.133
Orbital gap (eV): 2.9